A structure of composition C22H64Cl2HfN9O5P3, computed with the ωB97M-V functional and the def2-TZVPD basis.

The HOMO-LUMO gap is 0.0627 Eh. Its energy above the lowest of the compared OMol25 structures with the same formula, charge and spin is 669.6 kcal/mol. Its largest force on an atom is 0.086 Eh/bohr. The HOMO energy comes out at -7.7564 eV. The total energy comes out at -101699.1347 eV.

Geometry as ORCA input:
```
! wB97M-V def2-TZVPD RIJCOSX def2/J DEFGRID3
* xyz 0 1
Hf -1.086 -0.318 -0.884
Cl -4.140 -3.395 0.766
Cl -0.631 -3.301 -4.466
C -0.371 3.954 5.018
C -0.108 2.480 4.746
C -0.923 1.435 5.626
O -0.322 2.253 3.351
H 0.463 4.512 4.594
H -0.340 4.088 6.099
H -1.360 4.264 4.679
H 0.942 2.381 5.022
H -0.573 0.404 5.679
H -1.970 1.292 5.360
H -0.971 1.842 6.636
C -1.360 3.980 -5.509
O -1.192 3.144 -4.383
H -0.493 4.490 -5.928
H -1.748 3.326 -6.289
H -2.129 4.729 -5.321
O -6.129 2.093 -0.654
P -7.478 2.722 -0.822
N -7.290 4.411 -1.093
C -6.089 5.151 -0.403
C -8.226 5.379 -1.666
N -8.568 2.627 0.578
C -10.006 2.984 0.470
C -8.094 2.075 1.916
N -8.405 1.995 -2.102
C -8.067 2.455 -3.445
C -8.931 0.714 -2.008
H -6.212 6.230 -0.304
H -5.274 5.086 -1.124
H -5.820 4.742 0.571
H -8.950 4.814 -2.254
H -7.668 6.195 -2.126
H -8.823 5.815 -0.866
H -10.627 2.138 0.764
H -10.307 3.781 1.149
H -10.193 3.287 -0.560
H -8.706 1.308 2.390
H -7.071 1.710 1.829
H -8.029 2.860 2.670
H -7.220 1.924 -3.880
H -8.889 2.327 -4.150
H -7.879 3.528 -3.484
H -9.637 0.701 -1.178
H -8.190 -0.071 -1.860
H -9.523 0.313 -2.830
O 4.160 1.240 -2.000
P 5.456 1.822 -2.515
N 5.399 3.530 -2.694
C 6.228 4.290 -3.589
C 4.420 4.357 -1.925
N 5.903 1.085 -4.049
C 6.808 -0.039 -4.165
C 4.985 1.289 -5.167
N 6.928 1.641 -1.677
C 8.325 2.074 -1.941
C 6.970 0.872 -0.346
H 6.927 3.572 -4.019
H 6.783 5.049 -3.038
H 5.566 4.733 -4.333
H 4.920 5.037 -1.235
H 3.799 3.814 -1.213
H 3.957 4.987 -2.685
H 7.197 -0.276 -5.155
H 7.705 0.265 -3.626
H 6.404 -0.861 -3.572
H 4.803 2.362 -5.210
H 5.534 0.917 -6.032
H 4.042 0.748 -5.082
H 8.445 2.326 -2.995
H 8.425 3.011 -1.394
H 9.120 1.379 -1.670
H 5.998 0.973 0.137
H 7.747 1.375 0.230
H 7.260 -0.178 -0.388
O 1.600 -4.653 1.868
P 2.184 -5.894 2.472
N 3.417 -6.675 1.584
C 4.126 -7.860 2.051
C 4.018 -6.273 0.315
N 1.128 -7.210 2.808
C 0.704 -8.134 1.717
C -0.007 -7.084 3.788
N 2.891 -5.503 3.977
C 3.127 -6.558 4.947
C 3.659 -4.297 4.175
H 4.418 -8.530 1.242
H 3.581 -8.471 2.771
H 5.001 -7.457 2.561
H 3.827 -7.064 -0.411
H 5.065 -6.080 0.545
H 3.530 -5.399 -0.117
H 0.452 -9.132 2.076
H -0.110 -7.725 1.118
H 1.599 -8.368 1.140
H -0.292 -8.058 4.188
H 0.218 -6.443 4.641
H -0.780 -6.678 3.135
H 2.497 -7.438 4.813
H 4.155 -6.920 4.936
H 2.867 -6.179 5.935
H 3.842 -4.199 5.245
H 3.073 -3.451 3.817
H 4.609 -4.508 3.685
*
```

Atomic partial charges in e from the Löwdin method, atoms 1 to 6:
1. Hf 1.193
2. Cl -0.527
3. Cl -0.554
4. C -0.048
5. C -0.491
6. C -0.050